# 1
ORCA calculation (wB97M-V/def2-TZVPD) on C24H66FLiN6O6 as an isolated structure at a distorted geometry.

Structure (XYZ):
```
104
Properties=species:S:1:pos:R:3
N 2.7576 -2.2586 -0.4728
H 0.3297 0.2292 4.0038
H 1.9371 -2.5113 -3.1795
H -1.0869 3.5772 2.1361
C -1.7044 2.7617 2.5125
H -1.9013 -3.6200 -0.9143
C -2.7094 0.4603 2.0731
H 2.0446 3.3025 0.4478
C 1.5821 4.0028 -1.2655
H 1.8252 -0.4735 4.5573
O 0.4938 -3.6851 2.5310
C 0.1183 -3.0939 3.7509
H 1.5647 2.1672 -0.5695
C 2.7975 -3.0297 -2.7564
H 2.4207 -0.7659 1.8969
H -0.1139 0.7042 1.4536
H 1.4199 1.8133 2.5999
C 2.9935 -4.5939 -0.6323
H -4.6147 4.1973 2.5761
C 3.5310 1.0952 2.9550
H -4.7495 -2.9269 -3.2826
H 2.0932 0.3966 0.9289
H 1.4118 -6.9243 -0.1620
H -0.5961 6.4693 -4.3357
C 1.3908 0.4361 4.1425
H -1.8494 2.4812 -1.7808
H 3.6675 3.3668 -1.1581
H -2.0661 1.9165 -3.4210
H -0.4221 -3.8676 4.2964
H 2.7818 2.6816 -2.5649
C 2.8888 3.5394 -1.9010
Li -0.2386 -0.1436 -0.6180
N 1.3348 3.0938 -0.2397
N -0.7034 1.2353 0.8287
C 0.4019 4.1611 -2.2875
H -2.9169 -2.2148 -0.4756
C -1.1893 -2.7350 0.9503
H 0.3630 -1.4872 0.9244
H 3.7188 -1.9489 -0.4857
C -1.9909 1.6613 1.4475
H -0.5108 -2.2136 3.6188
H -0.4998 4.1667 -1.6752
H 0.1796 3.3506 -2.9816
H -0.0732 1.9640 0.5254
F 1.6087 0.1975 -1.3367
O 0.4566 5.2804 -3.0874
H -3.3555 2.6029 -2.6896
H -2.5303 2.0799 0.5979
H -3.8187 3.6481 1.1190
H 5.5509 2.8202 0.9521
C -2.5306 1.9374 -2.4352
C -2.3345 -3.0521 -0.0910
H -1.5937 -2.2009 1.8101
H -3.1466 -3.5724 0.4166
H -5.9904 -2.6003 -1.9716
H -0.0668 -4.5660 0.8531
C -0.5939 -3.9526 1.5838
H 1.4307 1.2333 4.8847
H 1.5314 -7.2395 -1.8662
C -0.7185 5.4958 -3.8610
N 1.7405 -0.0295 1.7740
H -1.2497 -4.5901 2.1766
O 2.8521 -5.8141 -1.2832
H -3.6433 -0.4252 -3.7666
C 2.3624 -3.3691 -1.2909
H 5.4832 2.6431 2.6302
H 4.0754 -4.4629 -0.6122
N -0.1945 -1.9580 0.2261
C 5.2526 2.0999 1.7138
H -3.6304 0.8368 2.5181
H -1.5478 -0.5056 -3.0050
H -2.0479 -1.2770 -1.8658
N -1.7258 -0.3332 -2.0258
O 3.8464 1.7390 1.7292
H -5.9505 -1.6724 -3.4574
O -2.9002 3.2654 3.0661
H 1.6652 4.8890 -0.6363
H 3.8327 1.6546 3.8406
H 2.6797 -4.7413 0.4011
H -1.6361 5.5170 -3.2731
C 1.5809 -6.4420 -1.1247
H -3.0776 4.9927 1.8910
H 5.8976 1.2464 1.5051
O -4.4755 -1.2984 -2.0775
C -5.3239 -2.1852 -2.7276
H 2.2671 -1.4273 -0.7702
H 1.2828 -3.4764 -1.1851
H 3.6543 -2.3630 -2.8550
H -3.0199 -0.2378 1.2957
H 0.5701 -2.5465 -0.0726
H 0.7320 -5.7704 -1.2527
H 3.3067 4.3580 -2.4869
H -0.7815 4.7097 -4.6135
H -1.0859 2.3200 3.2938
H -2.1777 -0.0406 2.8821
C -4.0281 -0.1473 -2.7854
H 0.9941 -2.8930 4.3679
H -3.2237 0.5745 -0.8373
C 1.9681 0.9086 2.8627
C -2.8753 0.5359 -1.8694
H 2.9736 -3.9235 -3.3549
H 4.0289 0.1296 3.0442
H -4.8217 0.5775 -2.9667
C -3.6397 4.0830 2.1023
```

Results
Energy = -1841.306368 Ha
HOMO-LUMO gap = 8.69 eV
LUMO = 0.42 eV
Net charge = 0

---

# 2
ORCA calculation (wB97M-V/def2-TZVPD) on C18H46HgN2O7 as an isolated structure at a distorted geometry.

Structure (XYZ):
```
74
Properties=species:S:1:pos:R:3
Hg 4.9915 -38.3702 -0.4491
H 8.3353 -33.7619 -1.1838
H 0.1857 -37.5924 0.4471
H 4.0365 -39.0358 -3.7036
H 6.0573 -34.4908 -0.5150
C 8.6190 -33.8729 -0.1309
O 6.0948 -37.6869 4.4385
H 2.1079 -40.7113 -0.9269
H 7.1168 -38.5669 2.1245
C 6.2996 -35.0949 -3.6624
H 6.9323 -35.9406 -0.3909
H 4.9314 -36.6182 -4.1213
C 3.4934 -39.2461 3.3578
O 2.9416 -37.1746 -0.2837
C 3.9704 -41.0706 0.1890
C 4.2288 -40.1946 2.4331
H 8.8017 -38.6962 -1.6382
H 9.4546 -34.5891 -0.2120
H 6.5121 -36.6243 6.1428
C 3.5199 -39.8537 -3.2040
H 6.4809 -37.2149 -3.6361
O 6.9865 -39.3452 -0.8370
O 5.2345 -36.5863 -2.0536
H 5.0262 -41.3282 0.0801
C 6.2660 -37.6536 5.8599
H 7.3348 -36.0324 3.8130
H 5.2667 -37.8565 6.2328
H 1.7083 -38.2280 4.6900
H 4.7201 -35.3256 1.0595
H 1.4584 -37.5587 -1.6378
N 3.8757 -39.8542 1.0279
C 7.7658 -39.9469 -3.0796
H 5.3162 -40.1000 2.4847
H -0.3185 -36.2482 -0.5662
H 3.9685 -41.2335 2.6453
H 4.6769 -35.8145 -1.8859
N 5.8295 -37.0688 1.5759
C 6.6375 -35.0688 0.2130
H 2.9227 -39.4906 1.0544
H 7.2864 -39.1434 -3.6459
H 6.0973 -35.1414 2.2492
H 5.5047 -34.3664 -3.4763
H 8.1185 -37.4783 4.0492
C 3.1712 -40.8874 -1.1088
C 7.1384 -37.1072 3.7142
H 7.2058 -40.8838 -3.1252
O 3.7659 -39.8135 -1.8162
C 5.7246 -36.4743 -3.3776
C 0.5101 -36.6372 0.0321
H 7.1659 -34.8455 -3.0511
H 0.3816 -39.3092 4.2162
H 0.8800 -37.9989 3.1255
H 7.1014 -38.3004 6.1268
O 2.1390 -39.6876 3.2993
H 3.6809 -40.8396 -3.6414
C 8.0820 -39.5342 -1.6593
H 1.8402 -35.9206 -1.5045
H 3.2718 -41.8245 -1.6656
O 7.7174 -34.3896 0.8092
C 5.7320 -35.6168 1.3352
H 5.0837 -37.2560 2.2409
H 3.8762 -39.3219 4.3765
H 9.0315 -32.9079 0.1692
H 2.4656 -39.5789 -3.3671
H 7.9162 -37.1731 1.6255
C 1.7439 -36.8173 -0.8647
H 8.6386 -40.1802 -3.7043
C 7.0548 -37.4774 2.2247
H 8.6980 -40.3149 -1.1786
H 3.5663 -41.9438 0.7193
H 0.7030 -35.8790 0.7939
H 6.5927 -35.0474 -4.7117
C 1.2333 -38.7379 3.8477
H 3.6015 -38.2324 2.9680
```

Results
Energy = -1502.798413 Ha
HOMO-LUMO gap = 8.00 eV
LUMO = 0.78 eV
Net charge = 0

---

# 3
ORCA calculation (wB97M-V/def2-TZVPD) on C5H6ClN3O3 as an isolated structure at a distorted geometry.

Structure (XYZ):
```
18
Properties=species:S:1:pos:R:3
C -0.1144 1.6026 -1.3491
N -0.1107 0.4725 -1.9156
C 0.0276 1.5606 0.1555
H -0.8057 2.1798 0.6199
H -2.0173 0.3353 1.2002
H -0.0254 2.5836 -1.9611
H 1.0182 1.9437 0.5209
H -1.5293 -1.4284 1.0475
C -1.1941 -0.3517 1.3894
Cl 0.6814 -2.1717 -2.9223
N 1.2269 -0.3104 0.9522
C -0.0800 0.1331 0.5757
H -0.9527 -0.3343 2.4422
N -0.1422 -0.5778 -1.1733
C 0.2519 -1.8755 -1.2685
O 0.2020 -2.7761 -0.4957
O 2.1887 0.2878 0.5159
O 1.3751 -1.2733 1.6663
```

Results
Energy = -1044.128145 Ha
HOMO-LUMO gap = 9.02 eV
LUMO = -0.91 eV
Net charge = 0

---

# 4
ORCA calculation (wB97M-V/def2-TZVPD) on C9H7Cl2NO as an isolated structure at a distorted geometry.

Structure (XYZ):
```
20
Properties=species:S:1:pos:R:3
Cl -1.2443 -2.6430 -0.8038
N 1.0084 1.6703 0.3034
C 1.7338 -1.3010 -1.6910
C -2.5690 0.7210 1.0949
H -3.3381 1.1218 1.7406
C -1.3486 1.5053 1.2332
H 1.1175 2.6011 0.7416
C -0.2689 1.0221 0.4624
C 1.5878 -0.5272 -0.4213
H 1.3250 -2.2344 -1.4864
C -0.3229 -0.2772 -0.0059
C 2.0548 0.8690 -0.2186
Cl 2.2165 -1.3332 1.0294
H -3.4938 -1.1647 0.7002
H -1.2252 2.5218 1.5460
H 1.0114 -0.9731 -2.3737
C -1.4821 -1.0505 -0.0568
O 3.1641 1.2120 -0.3783
C -2.6910 -0.5457 0.5398
H 2.7647 -1.1945 -1.9558
```

Results
Energy = -1397.475238 Ha
HOMO-LUMO gap = 9.64 eV
LUMO = 0.60 eV
Net charge = 0

---

# 5
ORCA calculation (wB97M-V/def2-TZVPD) on the molecule C3H8N2S2 at a distorted geometry.

Structure (XYZ):
```
15
Properties=species:S:1:pos:R:3
H -1.2352 1.6047 -1.4181
H 1.4112 -2.0123 1.1002
H 2.7493 -0.9231 -0.5491
C -0.6430 -0.2858 0.0044
H -2.2403 1.4553 0.0459
H -2.2439 -1.2023 -1.2305
N 1.3484 -0.9189 1.0953
C 1.9471 -0.4194 -0.0859
C -1.2973 1.4495 -0.2818
S 0.4738 -0.5655 -1.3639
H 1.9958 0.6583 -0.1925
H 0.4686 0.6215 1.3759
N 0.1011 -0.3074 1.2632
S -2.1515 -1.3413 0.0198
H -0.6841 2.1867 0.2172
```

Results
Energy = -1024.876220 Ha
HOMO-LUMO gap = 9.27 eV
LUMO = 0.71 eV
Net charge = 0
SMILES = C[C@]1(S)NNCS1

---

# 6
ORCA calculation (wB97M-V/def2-TZVPD) on the molecule C12H13N3 at a distorted geometry.

Structure (XYZ):
```
28
Properties=species:S:1:pos:R:3
H 0.8475 -4.4573 -0.3886
H -0.2499 -3.3126 1.4777
H 0.5288 1.2171 2.1046
C 0.9939 -3.3282 -0.2515
H -3.7826 -0.0219 1.0380
C -0.7039 1.3877 0.4348
C -2.3043 2.1989 -1.0980
H -1.5820 0.0671 1.8726
C 0.4631 -2.8250 0.8549
H 0.3092 -0.8257 1.9648
H 3.8353 -0.3477 -1.4075
C -1.8103 0.6560 0.9898
C -3.3511 1.4148 -0.7019
C 0.7002 1.4601 1.0293
C 0.6168 -1.4186 1.0583
H -0.3371 3.0133 -1.0327
C 2.1062 -1.4174 -0.8319
C 1.4309 -0.7488 0.1915
N 2.9519 -0.7501 -1.6638
N 1.6134 0.5619 0.3013
H 0.9607 2.5132 0.8765
H 3.1264 -1.1469 -2.5999
H -4.3140 1.7789 -1.1525
H -2.2990 3.0559 -1.8029
H 2.3280 1.0945 -0.1836
N 1.9984 -2.7131 -0.9538
C -1.0093 2.2990 -0.5594
C -3.0672 0.5949 0.4338
```

Results
Energy = -629.274134 Ha
HOMO-LUMO gap = 8.38 eV
LUMO = 0.74 eV
Net charge = 0
SMILES = Nc1ncccc1NCc1ccccc1

---

# 7
ORCA calculation (wB97M-V/def2-TZVPD) on C7H11N as an isolated structure at a distorted geometry.

Structure (XYZ):
```
19
Properties=species:S:1:pos:R:3
H -0.0169 -0.0140 2.9557
H 2.5173 0.9235 1.1545
C -0.1501 0.8111 -1.0579
H -1.5470 -2.2097 -1.3004
C -0.0627 -1.7675 0.1630
C 0.8474 0.6672 -0.1117
H 2.2306 2.2508 -0.0876
H 1.3848 -1.0752 1.5630
C 1.9053 1.3130 0.3515
C 0.4191 -0.8363 1.1244
C -0.5404 1.5960 -2.0580
H 0.6885 -2.3825 -0.3151
H -2.1372 -1.2329 0.1095
N -0.4519 -0.2659 2.0792
C -1.2817 -1.5798 -0.4613
H 0.0848 2.3854 -2.4606
H -1.3458 0.0252 1.7097
H -1.0013 -0.1284 -0.8955
H -1.5427 1.5201 -2.4624
```

Results
Energy = -327.896681 Ha
HOMO-LUMO gap = 9.09 eV
LUMO = 0.86 eV
Net charge = 0

---

# 8
ORCA calculation (wB97M-V/def2-TZVPD) on the molecule CH4N2OS2 at a distorted geometry.

Structure (XYZ):
```
10
Properties=species:S:1:pos:R:3
H 2.3743 -1.4097 0.1287
O -1.0626 -0.7647 -1.3404
H 3.2033 -0.4696 1.3123
N 3.0288 -0.7037 0.2476
S 2.3663 0.5547 -0.5770
H -2.4353 1.7937 0.0358
H -3.1729 0.4495 -0.7151
S 0.3426 1.0061 0.0854
N -2.2811 0.9253 -0.3630
C -1.1664 0.2678 -0.7308
```

Results
Energy = -1021.613937 Ha
HOMO-LUMO gap = 9.09 eV
LUMO = 0.21 eV
Net charge = 0
SMILES = NSSC(N)=O

---

# 9
ORCA calculation (wB97M-V/def2-TZVPD) on C48H50N4O6PRbS3 as an isolated structure.

Structure (XYZ):
```
113
Properties=species:S:1:pos:R:3
C -1.7267 1.4272 -4.2891
H 0.4216 0.0325 5.2429
H -1.6956 -4.0028 -4.2785
C 4.2664 0.0907 5.1700
H 4.9948 -0.6684 0.3421
C -2.8501 0.5332 -0.4947
N 2.2195 -2.4515 -0.4306
P -2.0470 -1.5565 1.3448
H -5.7933 -4.5144 -1.7885
H -1.1164 -2.3259 3.9251
C -3.2325 0.2431 -5.7437
H 3.7129 -0.7128 -4.5250
H -1.6682 0.9932 2.6324
H 2.9725 -1.5094 1.2192
H 3.0927 -4.2194 -1.2334
C -2.9156 2.8628 0.1075
H -4.0940 -0.9181 6.6534
H 3.8472 3.3360 3.9607
H -6.4779 -3.8490 0.4640
C -3.8249 -3.6155 -1.6504
H 3.5716 0.7897 -0.6960
C -2.0896 1.2288 1.6630
H 5.9594 0.1700 6.7724
H -4.5439 -0.2541 2.4511
H -1.8803 3.5706 -4.3868
H 1.4316 -3.8476 -1.7078
H -4.9638 -2.5746 1.9348
H 5.7130 3.7693 0.1295
H 2.8998 -3.5351 -3.5865
C -1.2606 -2.9342 -2.4258
O -5.6042 0.1716 -7.5256
O 3.7553 -0.0648 8.7770
S -4.9463 1.4727 -7.5704
H -3.6642 3.5513 -6.0980
Rb 0.3088 -0.2077 -0.7836
C -3.9858 -0.6745 3.2793
H 1.4440 -2.7169 0.1630
N 2.2649 -1.5463 -3.1924
H 3.9484 -2.9050 0.7308
H -0.2320 -2.7370 -2.7504
C -5.1101 -3.9524 -1.1593
H 5.8670 3.7518 2.5954
C -2.0704 -1.8421 4.1021
H -3.9986 -4.5806 -3.5840
C 3.5581 0.1010 3.9902
N -0.7247 1.4504 -3.3072
C -1.6557 -2.4585 -1.1965
C 2.4039 -3.3948 -1.5050
S 0.9262 2.8411 0.0946
H 1.6762 2.9151 2.8567
H -1.8969 -0.7180 -4.3662
H -3.5115 2.0822 -1.8043
H -2.1991 3.3165 2.0895
H 1.6864 0.0201 7.3508
C 2.2098 0.0394 6.4045
H 5.3508 0.1015 5.0831
H 4.9566 -1.6893 -1.0769
C -2.2615 2.6277 -4.7673
O 1.2297 2.6489 -1.3605
C 4.8277 3.6055 0.7305
C -2.3846 2.5434 1.3513
H -0.3079 2.3617 -3.1799
H -3.6284 -0.6931 -6.1153
C -3.7351 1.4245 -6.2462
C -2.3539 0.1920 0.7603
C -4.4598 -0.5253 4.5702
H 4.0878 0.1344 3.0463
H 3.5018 3.3873 -0.9718
C 3.6126 0.0674 6.4083
C 2.4862 3.1806 0.8896
C -3.4003 -2.4569 0.4751
H 0.0138 0.7726 -3.4431
H -3.1702 3.8865 -0.1427
N 3.6658 -0.0795 -1.1925
H 4.0006 -2.5399 -2.6753
H 2.4254 0.3465 -3.9572
C 4.0692 0.0874 -2.5687
C 3.6038 3.3974 0.1062
O 5.6689 0.0933 7.6856
C 0.2200 4.4910 0.2141
C -3.1258 1.8556 -0.8176
C -4.6344 -2.8298 0.9367
C 4.3170 -1.1106 -0.4044
H 4.2019 1.1538 -2.7790
C 1.5047 0.0462 5.2259
C -2.5380 -1.6956 5.4015
C 3.0965 -0.4568 -3.6400
S 1.2600 0.1238 2.4998
H 0.0460 4.7393 1.2586
C -2.7838 -1.3405 3.0241
H -3.0554 -0.2373 -1.2279
C 4.3043 0.0696 7.7123
H 1.5016 -1.7200 -3.8292
C -3.3455 -4.0175 -2.9262
C 2.1504 0.0763 3.9726
C 2.9413 -2.7677 -2.7970
H 5.0561 -0.3728 -2.7265
C -5.4944 -3.5760 0.0977
C 4.9122 3.5987 2.1111
H 0.9111 5.1943 -0.2470
H -0.7276 4.4576 -0.3148
C -2.9724 -2.8482 -0.8246
C 2.5539 3.1578 2.2744
O -4.1592 1.6926 -8.7812
C 3.3621 -2.0474 0.3487
C -2.2442 0.2298 -4.7668
H -1.9561 -2.0855 6.2279
O -5.8045 2.6035 -7.2261
C -3.2536 2.6216 -5.7298
C -3.7318 -1.0392 5.6389
H -5.3919 0.0000 4.7424
C -2.0693 -3.6908 -3.3078
C 3.7776 3.3770 2.8837
```

Results
Energy = -4089.654095 Ha
HOMO-LUMO gap = 5.41 eV
LUMO = 2.94 eV
Net charge = -2

---

- Which formula does entry 4 have?
  C9H7Cl2NO